# 1
{
  "formula": "C12H14N6O3",
  "method": "ωB97M-V/def2-TZVPD",
  "elements": ["C", "O", "C", "N", "C", "C", "C", "N", "O", "N", "O", "N", "H", "H", "H", "H", "C", "N", "C", "C", "C", "C", "N", "C", "C", "H", "H", "H", "H", "H", "H", "H", "H", "H", "H"],
  "xyz": [[-3.84271, 0.25628, 0.95634], [-2.99368, 1.36491, 0.94877], [-1.65037, 1.00215, 0.99524], [-1.37177, -0.33047, 1.03546], [-0.11306, -0.66564, 1.04071], [0.86736, 0.30929, 0.98162], [0.50510, 1.63686, 0.96284], [1.60787, 2.41460, 0.91985], [2.69671, 1.65879, 0.92537], [2.24449, 0.38525, 0.95591], [2.99050, -0.63546, 0.95636], [-0.79099, 2.00532, 0.98582], [-4.87656, 0.61006, 0.95320], [-3.65066, -0.35121, 0.06909], [-3.64409, -0.32796, 1.85687], [0.14959, -1.70841, 1.11734], [1.38831, -3.80716, 8.29256], [1.41716, -4.64089, 7.09009], [2.17378, -5.88684, 7.20103], [0.95091, -4.16215, 5.83501], [1.61166, -4.45628, 4.64985], [1.14207, -3.94472, 3.46576], [0.06863, -3.18178, 3.34422], [-0.57281, -2.92836, 4.47327], [-0.18729, -3.37403, 5.71428], [1.02182, -2.80724, 8.06724], [0.74497, -4.25898, 9.04508], [2.39508, -3.71407, 8.69649], [1.94244, -6.55410, 6.37242], [3.24149, -5.67797, 7.19689], [1.91636, -6.39585, 8.12835], [2.49831, -5.06436, 4.67158], [1.67256, -4.16613, 2.55304], [-1.46549, -2.32951, 4.38236], [-0.78197, -3.15624, 6.58394]],
  "atomic_forces_ev_per_a": [[-0.858, -0.867, 0.061], [2.980, 0.128, 0.115], [-0.588, 1.983, -0.210], [0.317, -0.028, 0.039], [-0.153, -1.339, 0.070], [2.689, 1.877, -0.056], [0.797, 1.302, -0.038], [-2.705, 2.704, 0.084], [-1.039, -2.189, -0.011], [0.391, -5.629, 0.118], [-0.424, 2.450, -0.015], [-1.049, 0.039, -0.096], [0.271, 0.127, -0.004], [-0.244, -0.146, 0.168], [-0.322, -0.200, -0.174], [-0.092, -0.280, 0.032], [-0.240, -0.419, -0.676], [-0.659, 0.274, -0.903], [-0.204, 0.808, -0.354], [0.735, -0.534, 1.478], [0.264, -0.376, 0.280], [0.275, -0.248, -0.385], [-0.081, 0.160, -0.391], [-0.373, 0.321, 0.132], [-0.017, -0.001, 0.505], [-0.008, -0.067, -0.072], [-0.058, 0.036, 0.243], [0.150, 0.025, 0.098], [-0.050, 0.052, 0.005], [0.343, -0.171, 0.060], [-0.047, 0.030, 0.088], [0.218, -0.084, -0.130], [0.146, -0.029, -0.201], [-0.207, 0.142, 0.008], [-0.155, 0.152, 0.132]],
  "homo_lumo_gap_ha": 0.2576,
  "de_lowest_kj_mol": 453.29,
  "smiles": "COc1ncc2c(no[n+]2[O-])n1.CN(C)c1ccncc1",
  "charge": 0,
  "e_tot_ha": -1019.72365
}

=====

# 2
{
  "formula": "C12H14NO7S",
  "method": "ωB97M-V/def2-TZVPD",
  "elements": ["O", "C", "C", "C", "C", "C", "O", "S", "O", "O", "C", "C", "C", "C", "C", "C", "C", "H", "H", "H", "H", "H", "H", "H", "H", "H", "H", "H", "H", "H", "H", "N", "O", "O", "O"],
  "xyz": [[1.37834, -1.87305, 1.88187], [1.33540, -1.16323, 0.83913], [0.19879, -1.33496, -0.26328], [-1.30086, -1.00917, 0.20871], [-1.45688, -0.29259, 1.62820], [-1.33122, 1.33153, 1.57512], [-2.42753, 1.93553, 0.78973], [-1.97523, 1.64298, -0.80149], [-0.68856, 2.30639, -1.21807], [-3.06523, 2.22625, -1.68500], [-2.00126, -0.19153, -1.02273], [2.47457, -0.06317, 0.53149], [2.41960, 1.27807, 1.28947], [3.48063, 2.35036, 0.95867], [4.54331, 1.99306, -0.11682], [4.63616, 0.63810, -0.84860], [3.55803, -0.43301, -0.51811], [0.47097, -0.74626, -1.20262], [0.21382, -2.44922, -0.57596], [-1.88756, -2.00310, 0.26567], [-2.54862, -0.47691, 1.96651], [-0.80268, -0.70156, 2.46508], [-0.30501, 1.69015, 1.23646], [-1.54368, 1.66655, 2.66093], [-1.52234, -0.45577, -2.02756], [-3.10870, -0.51329, -1.00101], [1.64048, 1.52091, 2.07710], [3.42012, 3.35455, 1.49621], [5.30001, 2.80960, -0.36831], [5.44649, 0.38625, -1.61677], [3.54779, -1.46758, -1.02004], [-4.52627, -2.99038, -1.89761], [-5.50125, -3.53776, -2.44063], [-3.47619, -2.79910, -2.54326], [-4.59547, -2.62866, -0.70249]],
  "atomic_forces_ev_per_a": [[-0.166, 2.632, -3.544], [0.430, -1.118, 1.547], [0.653, -0.738, -0.036], [-0.036, -0.233, -0.420], [-1.372, 1.004, -0.358], [-0.042, -1.219, 2.277], [2.422, -1.415, -1.835], [-1.737, 3.896, -5.094], [-1.963, -2.357, 2.445], [2.177, -2.142, 3.214], [-0.571, -1.188, 1.595], [1.348, 1.107, -0.291], [3.147, -0.257, -2.702], [-0.380, -4.043, -1.910], [-1.588, -1.371, 0.733], [-3.208, 0.239, 2.673], [-0.013, 3.647, 1.736], [-0.262, -0.582, 1.474], [0.073, 1.712, 0.579], [0.950, 1.651, -0.187], [1.694, 0.266, -0.548], [-0.588, 0.452, -1.384], [-1.511, -0.309, 0.238], [0.517, -0.255, -1.827], [-0.818, 0.690, 1.475], [1.565, 0.760, -0.324], [1.088, -0.648, -1.213], [0.352, -1.578, -1.048], [-1.124, -1.381, 0.338], [-1.328, 0.669, 1.357], [-0.007, 1.898, 0.901], [-0.336, -0.191, -0.202], [0.071, 0.021, 0.075], [0.401, 0.154, -0.049], [0.160, 0.232, 0.315]],
  "homo_lumo_gap_ha": 0.2507,
  "charge": -1,
  "e_tot_ha": -1445.03250
}

=====

# 3
{
  "formula": "C12H14NS",
  "method": "ωB97M-V/def2-TZVPD",
  "elements": ["C", "C", "C", "C", "C", "C", "C", "C", "C", "C", "C", "C", "N", "S", "H", "H", "H", "H", "H", "H", "H", "H", "H", "H", "H", "H", "H", "H"],
  "xyz": [[-0.52628, -0.07204, 0.07397], [0.63967, 0.34683, 0.26169], [-4.65063, -0.01098, -0.01781], [-3.87320, -0.18436, -1.19797], [-3.94801, 0.35564, 1.14611], [-2.56464, -0.30347, -1.10973], [-2.63826, 0.31566, 1.22042], [-1.82925, 0.06656, 0.10941], [1.93805, 0.24404, 0.21874], [4.30800, 0.34312, 0.59557], [2.87455, 2.34765, 0.50382], [0.60205, -2.65808, -1.08899], [2.96969, 0.92579, 0.46690], [2.30274, -2.01505, -1.13114], [-5.70493, -0.26800, -0.06524], [-4.28153, -0.46029, -2.20208], [-4.49554, 0.51462, 2.14258], [-1.83995, -0.43993, -1.96459], [-2.06299, 0.62231, 2.08868], [5.11096, 1.11318, 0.80178], [4.33511, -0.43295, -0.24551], [4.13385, -0.32207, 1.47938], [3.67170, 2.82786, -0.13022], [3.11933, 2.86958, 1.41588], [1.95421, 2.63689, 0.07635], [0.21691, -2.70888, -2.13435], [-0.28010, -2.10086, -0.73302], [0.51849, -3.55277, -0.58061]],
  "atomic_forces_ev_per_a": [[4.445, 1.723, 1.132], [-1.937, -0.958, -0.654], [1.176, 0.013, -0.708], [-3.221, -1.183, -0.825], [-5.150, -0.670, 1.711], [5.531, 1.416, 0.363], [4.709, 1.311, 0.397], [-6.140, -1.893, -2.201], [1.173, -2.337, -0.806], [-0.651, -2.359, 0.569], [1.773, 2.344, -1.002], [-0.134, 1.810, -2.152], [0.893, 0.669, -0.093], [-1.391, 1.209, 1.115], [0.066, 0.613, 0.276], [-0.230, 0.454, 1.200], [0.586, -0.149, -1.817], [-1.449, -0.213, 0.580], [-0.519, -0.215, 0.397], [-1.054, -1.121, -0.791], [1.000, 1.519, 0.820], [1.024, 0.581, -0.384], [-0.637, -0.956, -0.025], [-0.517, -0.566, 0.983], [-1.086, 0.517, -0.048], [0.761, -0.494, 0.374], [0.762, 0.962, 0.709], [0.220, -2.028, 0.881]],
  "homo_lumo_gap_ha": [0.2401, 0.2361],
  "de_lowest_kj_mol": 488.07,
  "charge": 1,
  "e_tot_ha": -918.11478
}